DFT (wB97M-V/def2-TZVPD) results for a molecular structure, C2H3F2O2Si in a non-equilibrium geometry.

The value obtained for the HOMO-LUMO gap (spin up / spin down) is 6.47 / 6.31 eV. Its total energy is -717.70868 Eh. As for the net charge: -1. The value obtained for the HOMO energy (spin up / spin down) is -2.17 / -5.31 eV. Its spin multiplicity is 3. For the largest force on an atom, the calculation gives 3.07 eV/Å. The LUMO energy (spin up / spin down) is 0.1578 / 0.0368 Eh. The energy relative to the best compared isomer or geometry (same formula, charge and spin) is 0.662 eV.

Cartesian coordinates (Å):
C1 1.297 -0.556 -0.035
C2 0.514 0.675 -0.171
O1 2.500 -0.681 -0.093
O2 0.481 -1.376 0.531
F1 -1.580 -0.999 -0.701
F2 -2.136 1.038 0.083
Si1 -1.003 -0.082 0.434
H1 0.314 0.832 -1.797
H2 0.815 1.668 0.005
H3 -1.200 -0.518 1.744

DFT (wB97M-V/def2-TZVPD) results for a single C2H3F2OP molecule in a non-equilibrium geometry.

The value obtained for the HOMO-LUMO gap is 10.19 eV. Its total energy is -694.24966 Eh. As for the net charge: 0. The value obtained for the HOMO energy is -9.86 eV. For the largest force on an atom, the calculation gives 5.72 eV/Å. Its SMILES is O=CC(F)(F)P. The LUMO energy is 0.0118 Eh. The energy relative to the best compared isomer or geometry (same formula, charge and spin) is 4.415 eV.

Cartesian coordinates (Å):
O1 1.758 0.718 -0.732
C1 1.670 -0.399 -0.436
C2 0.109 -0.996 -0.216
F1 -0.164 -1.261 1.174
F2 0.055 -2.170 -0.765
P1 -0.970 0.450 -0.842
H1 2.365 -1.287 -0.366
H2 -2.169 -0.275 -0.877
H3 -1.594 0.807 0.533

DFT (wB97M-V/def2-TZVPD) results for 2 unconnected molecules or ions with the total composition C2H3F2P in a non-equilibrium geometry.

The value obtained for the HOMO-LUMO gap is 9.34 eV. Its total energy is -618.98087 Eh. As for the net charge: 0. The value obtained for the HOMO energy is -9.04 eV. For the largest force on an atom, the calculation gives 4.67 eV/Å. Its SMILES is FC1=PC1.F. The LUMO energy is 0.0108 Eh. The energy relative to the best compared isomer or geometry (same formula, charge and spin) is 3.440 eV.

Cartesian coordinates (Å):
F1 0.053 -0.122 -2.249
C1 0.369 -0.201 -0.983
P1 1.318 0.344 0.259
C2 0.007 -1.073 0.185
H1 -0.882 -1.104 0.760
H2 0.393 -2.145 -0.170
F2 -0.799 1.990 1.511
H3 -0.459 2.312 0.688

DFT (wB97M-V/def2-TZVPD) results for 2 unconnected molecules or ions with the total composition C2H3F3N4 in a non-equilibrium geometry.

The value obtained for the HOMO-LUMO gap is 9.59 eV. Its total energy is -596.37266 Eh. As for the net charge: 0. The value obtained for the HOMO energy is -9.21 eV. For the largest force on an atom, the calculation gives 4.34 eV/Å. Its SMILES is N=C=C(F)NF.[H]/N=N\F. The LUMO energy is 0.0140 Eh. The energy relative to the best compared isomer or geometry (same formula, charge and spin) is 4.838 eV.

Cartesian coordinates (Å):
N1 -0.745 2.414 -1.121
C1 -0.979 1.551 -0.340
C2 -1.508 0.489 0.255
F1 -2.289 0.816 1.292
N2 -1.188 -0.767 0.036
F2 -0.033 -1.183 0.856
H1 0.069 3.158 -1.034
H2 -1.766 -1.547 0.089
H3 1.569 -2.137 -0.759
N3 1.918 -1.118 -0.818
N4 2.367 -0.533 0.116
F3 2.586 -1.142 1.429

DFT (wB97M-V/def2-TZVPD) results for 3 unconnected molecules or ions with the total composition C2H3F3O in a non-equilibrium geometry.

The value obtained for the HOMO-LUMO gap (spin up / spin down) is 8.10 / 10.21 eV. Its total energy is -452.64013 Eh. As for the net charge: 0. The value obtained for the HOMO energy (spin up / spin down) is -9.59 / -11.38 eV. For the largest force on an atom, the calculation gives 6.36 eV/Å. The LUMO energy (spin up / spin down) is -0.0547 / -0.0432 Eh. The energy relative to the best compared isomer or geometry (same formula, charge and spin) is 5.813 eV.

Cartesian coordinates (Å):
C1 -2.484 -0.920 -0.074
C2 1.679 0.246 0.120
O1 -2.781 0.187 0.157
F1 1.336 -1.101 0.084
F2 2.904 0.395 -0.340
F3 -1.497 1.466 -0.092
H1 1.113 0.568 -0.805
H2 -1.755 -1.617 -0.144
H3 1.485 0.776 1.094

DFT (wB97M-V/def2-TZVPD) results for a single C2H3F3O3S molecule in a non-equilibrium geometry.

The value obtained for the HOMO-LUMO gap is 12.33 eV. Its total energy is -1001.44627 Eh. As for the net charge: 0. The value obtained for the HOMO energy is -11.60 eV. For the largest force on an atom, the calculation gives 8.80 eV/Å. Its SMILES is COS(=O)(=O)C(F)(F)F. The LUMO energy is 0.0268 Eh. The energy relative to the best compared isomer or geometry (same formula, charge and spin) is 1.776 eV.

Cartesian coordinates (Å):
C1 -0.076 -1.601 1.709
O1 -0.056 -1.659 0.279
S1 -0.466 -0.469 -0.625
O2 0.122 -0.614 -1.875
O3 -1.855 -0.146 -0.351
C2 0.548 0.991 0.138
F1 1.721 0.587 0.347
F2 -0.038 1.324 1.312
F3 0.453 2.003 -0.720
H1 0.826 -1.007 2.169
H2 -0.027 -2.503 1.940
H3 -1.094 -1.195 1.934

DFT (wB97M-V/def2-TZVPD) results for a molecular structure, C2H3F4NO2S in a non-equilibrium geometry.

The value obtained for the HOMO-LUMO gap (spin up / spin down) is 9.52 / 8.65 eV. Its total energy is -1080.68632 Eh. As for the net charge: 0. The value obtained for the HOMO energy (spin up / spin down) is -8.74 / -11.78 eV. Its spin multiplicity is 3. For the largest force on an atom, the calculation gives 1.69 eV/Å. The LUMO energy (spin up / spin down) is 0.0286 / -0.1151 Eh. The energy relative to the best compared isomer or geometry (same formula, charge and spin) is 0.000 eV.

Cartesian coordinates (Å):
C1 -2.045 -0.040 0.084
C2 1.812 0.431 -0.657
N1 -1.202 0.164 1.204
O1 0.405 -1.838 -0.465
O2 1.656 -1.099 1.543
F1 2.902 -0.251 -0.963
F2 2.131 1.543 -0.029
F3 1.137 0.712 -1.762
F4 -0.740 1.468 1.189
S1 0.806 -0.803 0.437
H1 -2.233 -1.107 0.012
H2 -2.994 0.481 0.264
H3 -1.634 0.341 -0.857

DFT (wB97M-V/def2-TZVPD) results for a single C2H3F4NO4S2 molecule in a non-equilibrium geometry.

The value obtained for the HOMO-LUMO gap is 10.47 eV. Its total energy is -1629.35834 Eh. As for the net charge: 0. The value obtained for the HOMO energy is -10.64 eV. For the largest force on an atom, the calculation gives 5.89 eV/Å. Its SMILES is C[S@@](=O)(=NF)OS(=O)(=O)C(F)(F)F. The LUMO energy is -0.0064 Eh. The energy relative to the best compared isomer or geometry (same formula, charge and spin) is 0.309 eV.

Cartesian coordinates (Å):
C1 1.486 -1.013 -0.660
S1 1.038 -0.419 0.952
O1 0.007 -1.231 1.558
N1 2.436 -0.223 1.690
F1 2.353 -0.014 3.008
O2 0.184 0.996 0.496
S2 -0.916 1.471 -0.551
O3 -1.337 2.756 -0.214
O4 -0.348 1.258 -1.877
C2 -2.291 0.202 -0.426
F2 -2.647 -0.017 0.807
F3 -1.647 -0.967 -0.774
F4 -3.241 0.457 -1.268
H1 2.725 -0.914 -0.726
H2 1.181 -1.995 -0.715
H3 1.017 -0.347 -1.300

DFT (wB97M-V/def2-TZVPD) results for a molecular structure, C2H3F4NO5RbS2 in a non-equilibrium geometry.

The value obtained for the HOMO-LUMO gap (spin up / spin down) is 5.68 / 4.18 eV. Its total energy is -1728.70911 Eh. As for the net charge: -1. The value obtained for the HOMO energy (spin up / spin down) is -4.21 / -2.89 eV. For the largest force on an atom, the calculation gives 5.37 eV/Å. The LUMO energy (spin up / spin down) is 0.0541 / 0.0476 Eh. The energy relative to the best compared isomer or geometry (same formula, charge and spin) is 0.000 eV.

Cartesian coordinates (Å):
N1 -2.020 -1.482 0.090
S1 -1.127 -0.590 1.247
O1 -1.988 -0.827 2.461
O2 0.322 -0.888 1.771
S2 -2.207 -1.060 -1.409
O3 -1.793 0.364 -1.454
O4 -3.288 -1.952 -1.865
C1 -1.003 -1.496 -2.822
F1 0.128 -0.777 -2.756
F2 -0.639 -2.768 -2.740
F3 -1.537 -1.273 -4.016
Rb1 0.141 2.340 -0.963
F4 2.980 1.071 0.200
C2 2.441 1.896 2.486
O5 1.848 1.167 1.428
H1 2.462 2.992 2.522
H2 1.773 1.629 3.320
H3 3.510 1.653 2.501

DFT (wB97M-V/def2-TZVPD) results for a molecular structure, C2H3FHgLi2O in a non-equilibrium geometry.

The value obtained for the HOMO-LUMO gap (spin up / spin down) is 7.79 / 6.18 eV. Its total energy is -421.41490 Eh. As for the net charge: +1. The value obtained for the HOMO energy (spin up / spin down) is -11.77 / -11.63 eV. Its spin multiplicity is 2. For the largest force on an atom, the calculation gives 2.45 eV/Å. The LUMO energy (spin up / spin down) is -0.1463 / -0.2004 Eh. The energy relative to the best compared isomer or geometry (same formula, charge and spin) is 0.000 eV.

Cartesian coordinates (Å):
O1 -3.744 -1.230 1.809
C1 -4.804 -0.467 2.014
C2 -6.068 -0.934 2.133
Hg1 -4.469 -2.453 0.282
Li1 -1.186 -1.352 2.257
F1 0.477 -0.902 1.979
H1 -4.627 0.620 2.035
H2 -6.278 -2.008 2.209
H3 -6.906 -0.243 2.227
Li2 1.800 -0.467 1.015

Please write out number 1 again, unchanged.
DFT (wB97M-V/def2-TZVPD) results for a molecular structure, C2H3F2O2Si in a non-equilibrium geometry.

The value obtained for the HOMO-LUMO gap (spin up / spin down) is 6.47 / 6.31 eV. Its total energy is -717.70868 Eh. As for the net charge: -1. The value obtained for the HOMO energy (spin up / spin down) is -2.17 / -5.31 eV. Its spin multiplicity is 3. For the largest force on an atom, the calculation gives 3.07 eV/Å. The LUMO energy (spin up / spin down) is 0.1578 / 0.0368 Eh. The energy relative to the best compared isomer or geometry (same formula, charge and spin) is 0.662 eV.

Cartesian coordinates (Å):
C1 1.297 -0.556 -0.035
C2 0.514 0.675 -0.171
O1 2.500 -0.681 -0.093
O2 0.481 -1.376 0.531
F1 -1.580 -0.999 -0.701
F2 -2.136 1.038 0.083
Si1 -1.003 -0.082 0.434
H1 0.314 0.832 -1.797
H2 0.815 1.668 0.005
H3 -1.200 -0.518 1.744

> What is the formula in the third record?

C2H3F2P

> Look up the largest force on an atom of the first one.

3.07 eV/Å